{"formula": "C50H121NO7", "method": "ωB97M-V with the def2-TZVPD basis set", "gap_ev": [8.348, 3.049], "homo_energy_ev": [-11.78, -11.78], "charge": 1, "multiplicity": 2, "total_energy_ha": -2558.58696, "fmax_ev_per_a": 4.098, "symbols": ["C", "C", "C", "C", "C", "C", "H", "H", "H", "H", "H", "H", "H", "H", "H", "H", "H", "H", "H", "H", "C", "C", "C", "C", "C", "C", "H", "H", "H", "H", "H", "H", "H", "H", "H", "H", "H", "H", "H", "H", "C", "C", "C", "C", "C", "C", "H", "H", "H", "H", "H", "H", "H", "H", "H", "H", "H", "H", "H", "H", "C", "C", "C", "C", "C", "C", "H", "H", "H", "H", "H", "H", "H", "H", "H", "H", "H", "H", "H", "H", "C", "C", "C", "C", "C", "C", "H", "H", "H", "H", "H", "H", "H", "H", "H", "H", "H", "H", "H", "H", "C", "C", "C", "C", "C", "C", "H", "H", "H", "H", "H", "H", "H", "H", "H", "H", "H", "H", "H", "H", "C", "C", "C", "C", "C", "C", "H", "H", "H", "H", "H", "H", "H", "H", "H", "H", "H", "H", "H", "H", "C", "C", "O", "O", "H", "H", "H", "H", "H", "H", "C", "C", "O", "O", "H", "H", "H", "H", "H", "H", "C", "C", "O", "O", "H", "H", "H", "H", "H", "H", "O", "C", "N", "C", "H", "H", "H", "H", "H"], "xyz": [[-21.144, 19.892, 11.103], [-21.053, 18.463, 11.453], [-22.114, 17.534, 10.781], [-21.988, 17.590, 9.230], [-23.093, 16.789, 8.535], [-23.112, 16.926, 6.977], [-20.704, 20.027, 10.114], [-20.650, 20.558, 11.811], [-22.207, 20.123, 11.044], [-20.061, 18.097, 11.189], [-21.079, 18.406, 12.541], [-23.152, 17.738, 11.043], [-21.964, 16.476, 10.995], [-22.170, 18.626, 8.946], [-20.992, 17.276, 8.916], [-23.036, 15.776, 8.932], [-24.087, 17.117, 8.839], [-23.713, 16.180, 6.457], [-23.311, 17.951, 6.664], [-22.149, 16.651, 6.547], [-26.457, 14.170, 11.456], [-25.543, 14.666, 12.469], [-25.900, 16.148, 12.874], [-24.945, 16.968, 13.659], [-25.484, 18.401, 14.011], [-24.524, 19.280, 14.798], [-27.457, 14.401, 11.822], [-26.398, 13.107, 11.218], [-26.335, 14.625, 10.473], [-25.560, 14.107, 13.406], [-24.547, 14.688, 12.025], [-26.925, 16.207, 13.240], [-25.975, 16.653, 11.911], [-24.726, 16.426, 14.578], [-24.061, 16.971, 13.021], [-25.627, 18.943, 13.076], [-26.475, 18.477, 14.458], [-24.674, 20.359, 14.764], [-24.611, 18.954, 15.834], [-23.518, 19.036, 14.458], [-27.492, 15.129, 6.808], [-26.109, 14.566, 7.119], [-26.106, 13.126, 7.460], [-24.701, 12.494, 7.594], [-23.891, 12.657, 8.936], [-22.393, 12.555, 8.630], [-27.356, 16.210, 6.845], [-28.235, 14.700, 7.480], [-27.808, 14.771, 5.829], [-25.440, 14.619, 6.260], [-25.579, 15.036, 7.947], [-26.681, 12.535, 6.747], [-26.711, 12.927, 8.345], [-24.817, 11.418, 7.463], [-24.048, 12.831, 6.789], [-24.054, 13.656, 9.340], [-24.199, 12.006, 9.754], [-21.978, 13.265, 7.915], [-21.811, 12.741, 9.533], [-22.139, 11.582, 8.210], [-21.892, 10.902, 12.790], [-21.675, 11.983, 13.861], [-22.157, 13.396, 13.473], [-21.775, 14.398, 14.574], [-21.537, 15.848, 14.131], [-21.571, 16.897, 15.224], [-21.311, 11.256, 11.938], [-22.896, 10.908, 12.367], [-21.502, 9.927, 13.084], [-22.050, 11.559, 14.792], [-20.611, 12.081, 14.079], [-23.232, 13.431, 13.299], [-21.797, 13.753, 12.508], [-22.601, 14.374, 15.286], [-20.932, 14.079, 15.187], [-20.524, 15.878, 13.731], [-22.106, 16.086, 13.232], [-21.080, 17.776, 14.807], [-22.488, 17.156, 15.754], [-20.934, 16.464, 15.995], [-23.423, 21.998, 23.238], [-24.029, 23.125, 22.278], [-23.296, 23.376, 20.974], [-23.758, 22.529, 19.777], [-22.964, 22.817, 18.500], [-23.169, 21.624, 17.526], [-22.449, 22.339, 23.588], [-23.176, 21.116, 22.646], [-24.140, 21.759, 24.024], [-25.075, 22.910, 22.059], [-24.044, 24.059, 22.839], [-22.265, 23.189, 21.276], [-23.429, 24.453, 20.878], [-23.687, 21.495, 20.112], [-24.821, 22.645, 19.565], [-23.315, 23.754, 18.068], [-21.913, 22.917, 18.771], [-23.248, 22.081, 16.540], [-22.363, 20.895, 17.617], [-24.102, 21.083, 17.686], [-26.318, 20.540, 7.317], [-25.152, 20.033, 8.200], [-24.784, 20.759, 9.520], [-26.011, 20.887, 10.489], [-25.911, 21.728, 11.739], [-27.241, 21.739, 12.491], [-25.969, 21.397, 6.742], [-27.246, 20.830, 7.810], [-26.437, 19.757, 6.568], [-25.423, 19.027, 8.521], [-24.338, 19.773, 7.522], [-24.306, 21.724, 9.356], [-24.076, 20.148, 10.082], [-26.790, 21.320, 9.861], [-26.275, 19.890, 10.840], [-25.145, 21.231, 12.334], [-25.489, 22.716, 11.556], [-27.012, 22.172, 13.465], [-28.100, 22.223, 12.026], [-27.681, 20.756, 12.658], [-27.080, 20.720, 16.729], [-27.650, 20.789, 18.162], [-26.896, 20.129, 19.322], [-27.319, 20.865, 20.651], [-26.840, 20.168, 21.923], [-27.454, 20.664, 23.206], [-27.724, 21.340, 16.105], [-27.114, 19.732, 16.270], [-26.100, 21.175, 16.587], [-27.802, 21.832, 18.440], [-28.681, 20.438, 18.216], [-25.810, 20.048, 19.373], [-27.098, 19.059, 19.365], [-27.030, 21.916, 20.610], [-28.406, 20.923, 20.711], [-26.858, 19.079, 21.881], [-25.753, 20.236, 21.950], [-27.141, 20.075, 24.069], [-27.306, 21.718, 23.440], [-28.543, 20.635, 23.176], [-30.383, 13.976, 10.937], [-31.127, 13.328, 12.115], [-31.583, 12.031, 11.786], [-31.192, 14.340, 9.886], [-29.502, 13.407, 10.638], [-29.933, 14.868, 11.373], [-31.950, 13.964, 12.441], [-30.559, 13.232, 13.040], [-31.953, 12.138, 10.907], [-30.561, 14.671, 9.243], [-29.870, 18.008, 15.013], [-30.552, 19.308, 14.998], [-31.100, 19.671, 13.785], [-30.716, 16.888, 15.162], [-29.054, 17.949, 15.732], [-29.338, 17.788, 14.087], [-30.005, 20.104, 15.503], [-31.428, 19.145, 15.626], [-30.442, 19.570, 13.094], [-31.413, 16.944, 14.505], [-27.436, 9.019, 11.157], [-28.821, 8.689, 10.671], [-29.667, 9.794, 10.886], [-26.964, 10.199, 10.468], [-26.670, 8.248, 11.075], [-27.422, 9.390, 12.182], [-29.182, 7.809, 11.204], [-28.859, 8.317, 9.647], [-30.578, 9.490, 10.891], [-27.701, 10.804, 10.359], [-27.080, 16.852, 16.621], [-27.184, 15.636, 16.644], [-28.228, 15.067, 16.222], [-25.989, 14.735, 17.020], [-29.043, 15.659, 16.153], [-28.318, 14.063, 16.292], [-25.905, 13.851, 16.387], [-26.036, 14.376, 18.048], [-25.019, 15.231, 17.029]], "forces_ev_per_angstrom": [[-0.50, 0.81, -0.97], [-0.01, -1.88, 0.81], [0.99, 0.00, -1.17], [-1.32, 0.72, 0.49], [-0.13, 0.01, -0.69], [1.17, -0.96, 0.53], [-0.12, 0.45, -0.04], [-0.02, -0.09, -0.03], [0.02, 0.59, 0.00], [0.08, -0.26, -0.06], [-0.30, -0.45, 0.17], [-0.06, 0.45, 0.22], [0.24, -0.06, 0.60], [0.46, 0.23, -0.24], [0.00, 0.02, -0.08], [0.07, -0.47, -0.58], [-0.02, 0.35, 0.46], [-0.78, 0.37, 0.34], [-0.28, -0.15, 0.02], [0.51, 0.33, 0.23], [-1.84, -0.81, -1.16], [1.42, 2.29, 1.52], [-0.93, -0.66, -2.05], [-0.45, 0.46, 1.07], [0.48, 0.56, -1.51], [0.38, -1.13, 0.55], [-0.46, -0.25, -0.39], [0.10, -0.20, 0.45], [0.07, 0.49, 0.09], [0.26, -0.55, -0.11], [0.38, -0.13, 0.51], [-0.26, -0.26, 0.42], [-0.22, 0.21, -0.33], [0.50, 0.02, 0.36], [0.40, 0.59, 0.56], [-0.12, -0.24, -0.51], [-0.16, -0.74, 0.21], [-0.27, -0.16, -0.23], [0.38, 0.27, 0.35], [0.18, 0.30, 0.10], [0.99, -0.34, -0.05], [0.47, -0.33, -0.13], [-0.03, -1.84, 0.51], [-0.13, -0.56, 1.14], [-0.10, 1.22, -1.26], [0.23, -0.32, 0.43], [-0.91, 0.04, -0.09], [-0.04, 0.52, 0.43], [0.08, 0.37, -0.19], [-0.07, 0.59, -0.23], [-0.19, 0.69, 0.01], [0.16, 0.07, -0.62], [0.17, 0.15, 0.63], [0.04, -0.11, -0.18], [-0.10, 0.16, -0.14], [-0.16, 0.35, -0.01], [-0.05, -0.44, -0.34], [-0.60, 0.33, -0.18], [0.11, -0.36, 0.16], [0.05, -0.20, 0.25], [0.73, 1.37, -0.68], [0.12, -0.47, -0.49], [0.04, -0.16, 0.67], [-0.86, 0.47, 0.26], [0.04, -0.65, -0.72], [0.78, -0.49, 0.11], [0.31, -0.35, -0.27], [-0.29, -0.45, 0.54], [-0.39, 0.01, -0.02], [-0.61, 0.69, 0.31], [0.25, -0.13, -0.24], [-0.19, -0.19, 0.33], [0.71, -0.38, -0.14], [-0.30, 0.17, 0.29], [0.28, -0.22, -0.28], [0.28, 0.00, 0.01], [-0.53, 0.09, 0.23], [-0.19, 0.30, 0.45], [-0.36, -0.10, -0.56], [0.30, 0.39, 0.28], [-0.36, 1.14, -1.81], [-0.33, -1.13, 1.36], [-0.36, 0.13, 0.86], [0.54, 0.70, 0.83], [-0.61, -1.43, 0.61], [0.07, 1.08, -0.12], [-0.20, 0.12, 0.50], [-0.34, -0.28, 0.01], [0.36, -0.03, 0.11], [-0.22, -0.20, 0.11], [0.01, -0.03, 0.18], [0.46, 0.07, -0.82], [0.31, 0.04, -0.95], [0.35, -0.34, -0.29], [-0.20, 0.34, 0.13], [0.11, -0.01, -0.04], [0.06, 0.11, -0.23], [0.37, -0.62, -0.39], [0.06, 0.11, -0.30], [-0.12, 0.15, 0.25], [1.31, 0.28, -0.20], [-0.89, -0.67, 0.73], [-0.42, -0.12, 0.50], [0.32, 0.47, -1.63], [0.40, -0.65, -0.32], [0.20, 0.11, 0.52], [-0.11, 0.28, 0.06], [0.08, -0.40, 0.04], [-0.63, 0.01, 0.05], [-0.35, -0.27, 0.20], [0.50, 0.73, 0.21], [-0.11, 0.17, -0.06], [0.40, -0.07, -0.31], [-0.52, -0.31, 0.17], [-0.34, -0.23, -0.39], [0.02, 0.04, 0.57], [-0.40, 0.22, -0.11], [-0.59, 0.16, 0.15], [0.46, 0.72, -0.26], [0.59, -0.53, 0.12], [-0.83, 0.48, 0.12], [0.78, 0.23, -0.08], [-0.31, 0.28, 1.41], [-0.44, -1.39, -0.37], [1.28, 0.10, -0.30], [-0.68, 0.29, 0.46], [-0.20, 0.01, -0.17], [0.24, -0.19, 0.21], [0.15, -0.31, 0.42], [0.39, 0.29, -0.20], [-0.06, -0.44, -0.30], [0.37, 0.93, -0.86], [-0.76, -0.19, 0.23], [0.47, -0.02, 0.04], [-0.31, -0.17, -0.22], [-1.02, -0.23, -0.30], [0.37, 0.70, 0.24], [0.07, 0.05, -0.02], [0.66, 0.08, -0.19], [-0.20, -0.48, -0.15], [1.33, 0.35, 2.76], [-0.17, -0.19, -0.53], [-0.15, 0.14, -0.01], [-0.64, -0.19, -0.80], [-0.19, -0.67, -0.17], [0.14, 0.55, 0.22], [-0.41, 0.26, -0.39], [0.73, -0.04, -0.35], [-0.27, -0.31, -0.22], [-0.42, 0.14, -0.55], [1.44, -1.32, -1.26], [-1.21, 0.55, 1.71], [-0.18, 0.05, -1.20], [-0.12, -0.54, 0.94], [-0.22, 0.08, 0.74], [0.33, 0.66, -0.55], [0.49, 0.12, -0.30], [-0.09, 0.17, 0.39], [0.11, 0.21, -0.22], [-0.18, -0.02, -0.12], [0.24, 2.09, -0.09], [-0.12, -1.61, 0.40], [0.17, 0.30, -0.05], [0.68, -0.39, -0.62], [-0.33, -0.10, -0.37], [-0.57, -0.80, 0.51], [-0.06, -0.07, 0.57], [0.41, 0.56, -0.46], [-0.05, 0.16, 0.03], [-0.28, -0.08, 0.09], [0.89, 2.86, 0.59], [2.94, -2.86, 0.09], [-2.64, -0.99, -0.13], [1.06, 0.41, 0.72], [-0.87, -0.23, -0.68], [-0.16, 0.04, -0.10], [-0.43, 0.28, -0.39], [-0.76, 0.17, 0.16], [-0.21, 0.41, -0.49]], "mulliken_spin": [0.000, 0.000, 0.000, 0.000, 0.000, 0.000, 0.000, 0.000, 0.000, 0.000, 0.000, 0.000, 0.000, 0.000, 0.000, 0.000, 0.000, 0.000, 0.000, 0.000, 0.000, 0.000, 0.001, 0.002, -0.001, 0.002, 0.000, 0.000, 0.000, -0.001, 0.000, 0.002, 0.000, -0.003, 0.002, -0.001, -0.004, 0.000, 0.001, 0.000, 0.000, 0.000, 0.000, 0.000, 0.000, 0.000, 0.000, 0.000, 0.000, 0.000, 0.000, 0.000, 0.000, 0.000, 0.000, 0.000, 0.000, 0.000, 0.000, 0.000, 0.000, 0.000, 0.000, 0.000, 0.000, 0.000, 0.000, 0.000, 0.000, 0.000, 0.000, 0.000, 0.000, 0.000, 0.000, 0.000, 0.000, 0.000, 0.000, 0.000, 0.000, 0.000, 0.000, 0.000, 0.000, 0.000, 0.000, 0.000, 0.000, 0.000, 0.000, 0.000, 0.000, 0.000, 0.000, 0.000, 0.000, 0.000, 0.000, 0.000, 0.000, 0.000, 0.000, 0.000, 0.000, 0.000, 0.000, 0.000, 0.000, 0.000, 0.000, 0.000, 0.000, 0.000, 0.000, 0.000, 0.000, 0.000, 0.000, 0.000, 0.000, 0.001, 0.000, 0.000, 0.000, 0.000, 0.000, 0.001, 0.000, 0.000, 0.000, 0.000, 0.000, 0.000, 0.000, 0.000, 0.000, 0.000, 0.000, 0.000, 0.000, 0.000, 0.000, 0.000, 0.000, 0.000, 0.000, 0.000, 0.000, 0.000, 0.024, 0.001, 0.004, 0.002, -0.003, -0.002, 0.000, 0.000, 0.000, 0.000, 0.000, 0.000, 0.000, 0.000, 0.000, 0.000, 0.000, 0.000, 0.000, 0.000, 0.844, -0.020, 0.036, 0.100, 0.003, 0.001, 0.012, -0.003, -0.001]}